Entry 1:
The following is a quantum chemistry calculation of C2H2N4O2 in the gas phase at a distorted geometry, from OMol25.

Output
- total charge = 0
- relative energy (zero: lowest compared OMol25 entry of this formula, charge and spin) (eV) = 4.816
- calculated total energy (Eh) = -446.7957
- SMILES = [H]/N=c1/nnoc(O)n1
- LUMO energy (eV) = -1.444
- HOMO-LUMO gap (eV) = 8.71

Positions of all 10 atoms, in Å:
H1 1.88111 -1.99397 -0.13718
N1 2.28998 -1.00557 -0.28166
C1 1.25618 -0.26721 0.04428
N2 1.22304 1.12273 0.09272
N3 0.04989 1.76244 0.09911
O1 -1.06686 0.99351 -0.22014
C2 -1.01426 -0.34123 -0.00915
O2 -2.25676 -0.81352 -0.07209
N4 0.05785 -1.02009 0.42710
H2 -2.08894 -1.81196 -0.09660

=====

Entry 2:
The following is a quantum chemistry calculation of a molecular structure, C4H5LiO2Tl at a distorted geometry, from OMol25.

Output
- total charge = +1
- relative energy (zero: lowest compared OMol25 entry of this formula, charge and spin) (eV) = 0.000
- calculated total energy (Eh) = -485.6098
- LUMO energy (eV) = -4.326
- HOMO-LUMO gap (eV) = 7.26

Positions of all 13 atoms, in Å:
H1 -0.49329 -2.11924 0.49246
C1 -0.33160 -1.34083 -0.27226
C2 -1.07870 -0.16865 -0.18236
O1 0.60250 -1.56232 -1.13822
Tl1 1.55905 -3.22792 -1.74323
H2 -2.05389 -0.26349 0.30291
H3 -1.05763 0.47618 -1.07074
C3 -0.20377 1.54597 1.29358
C4 1.00715 1.81807 0.68855
O2 1.64520 1.45127 -0.26331
Li1 1.49844 0.02509 -1.56061
H4 -0.13179 1.03628 2.25958
H5 -0.96167 2.32960 1.19365

=====

Entry 3:
The following is a quantum chemistry calculation of a molecular structure, C63H61IrN8Sb2, from OMol25.

Output
- total charge = +1
- relative energy (zero: lowest compared OMol25 entry of this formula, charge and spin) (eV) = 0.000
- 2S+1 = 2
- calculated total energy (Eh) = -3460.0925
- LUMO energy (alpha / beta) (eV) = -4.113 / -5.357
- HOMO-LUMO gap (alpha / beta) (eV) = 5.47 / 4.56
- expectation value of S² = 0.851

Positions of all 135 atoms, in Å:
Ir1 -2.48731 0.52458 1.01385
C1 -5.82220 2.68970 -4.22374
C2 -5.08454 3.85405 -4.02893
C3 -4.15236 3.95756 -2.99845
C4 -3.99258 2.85632 -2.18277
C5 -3.13451 2.61676 -1.01740
N1 -2.26505 3.49001 -0.54858
C6 -1.49062 3.28993 0.50218
C7 -0.51671 4.26660 1.00008
C8 -0.16616 5.52443 0.55220
C9 0.81683 6.20018 1.27115
C10 1.41570 5.62956 2.39207
C11 1.05764 4.36027 2.83829
C12 0.08500 3.69559 2.12030
C13 -0.51980 2.37328 2.29582
N2 -0.20758 1.54248 3.26827
C14 -0.71015 0.33307 3.41244
N3 -1.60558 -0.29728 2.59700
C15 -1.82120 -1.56776 3.03662
N4 -2.60035 -2.48783 2.49465
C16 -3.37307 -2.29259 1.44485
N5 -3.54420 -1.13869 0.73859
C17 -4.39442 -1.35034 -0.30373
N6 -4.76132 -0.48983 -1.23517
C18 -4.31286 0.74810 -1.33498
N7 -3.38894 1.36330 -0.54713
C19 -4.73072 1.69022 -2.37882
C20 -5.65643 1.58165 -3.39580
C21 -4.84946 -2.74448 -0.25254
C22 -5.71254 -3.45986 -1.05733
C23 -5.91632 -4.79939 -0.73526
C24 -5.27465 -5.38830 0.35156
C25 -4.40512 -4.66061 1.15991
C26 -4.20833 -3.33349 0.83620
C27 -1.00257 -1.78972 4.23078
C28 -0.84386 -2.89540 5.04213
C29 0.00939 -2.76198 6.13384
C30 0.65712 -1.55908 6.40229
C31 0.49406 -0.44767 5.57960
C32 -0.33388 -0.59299 4.48387
N8 -1.43566 2.18609 1.29903
H1 -6.53690 2.64744 -5.03472
H2 -5.24092 4.69491 -4.69162
H3 -3.57830 4.86103 -2.84269
H4 -0.63552 5.96008 -0.31955
H5 1.12346 7.18831 0.95503
H6 2.17648 6.18578 2.92364
H7 1.52605 3.90195 3.69893
H8 -6.22391 0.67272 -3.54214
H9 -6.20580 -2.99721 -1.90116
H10 -6.58473 -5.39714 -1.34036
H11 -5.45656 -6.43217 0.56963
H12 -3.90363 -5.11148 2.00545
H13 -1.35370 -3.82506 4.82869
H14 0.17227 -3.60734 6.78869
H15 1.30550 -1.49186 7.26602
H16 0.99934 0.48878 5.77602
C33 -0.64178 2.01445 -6.66029
C34 -1.31445 0.98340 -5.76114
C35 -2.83510 1.04388 -5.89559
Sb1 -0.78512 1.11225 -3.65738
C36 0.31499 2.97324 -3.65046
C37 -0.63086 4.17110 -3.67856
C38 1.19682 3.01749 -2.40421
C39 0.91364 -0.23525 -3.65293
C40 2.01936 0.13206 -4.63247
C41 0.41580 -1.66032 -3.88500
H17 -0.92556 1.85067 -7.70415
H18 0.44667 1.97057 -6.60504
H19 -0.94428 3.03183 -6.40268
H20 -0.97375 -0.01161 -6.06358
H21 -3.22021 2.01115 -5.55702
H22 -3.33075 0.27242 -5.30240
H23 -3.14182 0.91712 -6.93818
H24 0.94901 2.98405 -4.53957
H25 -1.21834 4.21500 -2.75617
H26 -1.33133 4.13799 -4.51598
H27 -0.06953 5.10767 -3.75566
H28 0.58284 3.04439 -1.49602
H29 1.82331 3.91540 -2.39483
H30 1.86048 2.15381 -2.32920
H31 1.30338 -0.17633 -2.62967
H32 1.64861 0.13761 -5.66067
H33 2.83220 -0.59975 -4.58657
H34 2.45113 1.11323 -4.42745
H35 0.03578 -1.78939 -4.90161
H36 -0.38673 -1.93657 -3.19526
H37 1.22735 -2.38289 -3.75531
C42 5.48913 -1.84071 1.67226
C43 4.71033 -2.34640 0.48928
C44 5.40213 -2.87944 -0.59609
C45 4.74348 -3.34532 -1.72455
C46 3.36160 -3.28665 -1.78824
C47 2.65770 -2.75589 -0.71620
C48 3.31014 -2.28777 0.42492
Sb2 1.99346 -1.47531 1.90487
C49 2.97514 0.38750 2.34939
C50 3.26237 0.79914 3.64753
C51 3.81511 2.04443 3.91646
C52 4.07980 2.91270 2.87097
C53 3.75973 2.53435 1.57546
C54 3.20660 1.28708 1.29374
C55 2.87207 0.95683 -0.13765
C56 2.48518 -2.76065 3.55913
C57 3.40694 -2.48003 4.56546
C58 3.61405 -3.35138 5.62630
C59 2.89340 -4.53152 5.69276
C60 1.98126 -4.83114 4.69258
C61 1.76003 -3.96406 3.62574
C62 0.75680 -4.35791 2.57033
H38 6.54377 -2.09462 1.57358
H39 5.12255 -2.27770 2.60050
H40 5.40946 -0.75593 1.76706
H41 6.48384 -2.92930 -0.55243
H42 5.31168 -3.75526 -2.54966
H43 2.83656 -3.65133 -2.66232
H44 1.57388 -2.69995 -0.77645
H45 3.04084 0.14974 4.48115
H46 4.04225 2.32762 4.93709
H47 4.52513 3.88169 3.05970
H48 3.94368 3.22156 0.75674
H49 2.98108 1.83882 -0.76700
H50 1.83958 0.60380 -0.23706
H51 3.51639 0.17130 -0.53798
H52 4.01369 -1.58662 4.51598
H53 4.34588 -3.11121 6.38735
H54 3.04840 -5.22440 6.51000
H55 1.42785 -5.76232 4.73515
H56 0.27894 -5.30245 2.82806
H57 1.23328 -4.48392 1.59415
H58 -0.02926 -3.60579 2.45774
C63 -1.10248 -0.24400 -0.24857
H59 -1.61082 -0.66254 -1.11626
H60 -0.55195 -0.99579 0.31038
H61 -0.43028 0.54690 -0.58311

=====

Entry 4:
The following is a quantum chemistry calculation of 2 unconnected molecules or ions with the total composition C4H12NO2S at a distorted geometry, from OMol25.

Output
- total charge = -1
- relative energy (zero: lowest compared OMol25 entry of this formula, charge and spin) (eV) = 0.942
- calculated total energy (Eh) = -763.0306
- LUMO energy (eV) = 3.614
- HOMO-LUMO gap (eV) = 6.39

Positions of all 20 atoms, in Å:
C1 0.70904 -1.19843 0.01577
N1 -0.26983 -0.68390 -0.91654
C2 -1.45663 -1.23312 -1.37916
O1 -2.64605 -1.10742 -0.51565
C3 1.63675 -0.06964 0.47521
C4 1.23113 0.37061 1.95195
S1 -0.45474 1.07084 1.93417
H1 0.29564 -1.80472 0.82909
H2 1.36231 -1.87936 -0.57236
H3 -0.21658 0.30436 -0.97378
H4 -1.78795 -0.70143 -2.27812
H5 -1.46784 -2.30194 -1.53997
H6 1.37067 0.85766 -0.03052
H7 2.71600 -0.20342 0.51522
H8 1.95513 1.12213 2.25938
H9 1.25466 -0.42326 2.71061
H10 -2.47692 -0.47937 0.22628
H11 1.55334 0.72272 -2.72221
H12 1.29162 1.87437 -1.81025
O2 1.38275 1.69117 -2.75503

=====

Entry 5:
The following is a quantum chemistry calculation of 3 unconnected molecules or ions with the total composition C5H17NO2S2 at a distorted geometry, from OMol25.

Output
- total charge = 0
- relative energy (zero: lowest compared OMol25 entry of this formula, charge and spin) (eV) = 3.128
- calculated total energy (Eh) = -1202.1860
- SMILES = CCNCCCSS.O.O
- LUMO energy (eV) = 0.408
- HOMO-LUMO gap (eV) = 8.87

Positions of all 27 atoms, in Å:
C1 -1.50100 -2.32053 1.72327
C2 -0.75535 -1.89331 0.49618
N1 0.58904 -1.24083 0.56571
C3 0.52017 0.22068 0.25200
C4 1.67540 0.65050 -0.89124
C5 0.96353 1.18640 -2.07290
S1 1.46020 0.44350 -3.60009
S2 1.20906 -1.62215 -3.59525
H1 -1.32507 -1.80231 2.52206
H2 -1.33072 -3.32301 2.01921
H3 -2.54969 -2.23075 1.68831
H4 -1.36527 -1.45046 -0.23856
H5 -0.42690 -2.76628 -0.07637
H6 1.00425 -1.46435 1.49465
H7 -0.48225 0.54188 -0.10137
H8 0.69340 0.83368 1.16596
H9 2.45109 -0.16344 -0.98568
H10 2.02103 1.58966 -0.39500
H11 1.12319 2.31704 -2.33537
H12 -0.31688 1.24981 -1.94877
H13 -0.09741 -1.60966 -3.42437
O1 -1.10718 0.98820 2.69336
H14 -1.09870 0.22541 3.29631
H15 -0.18455 1.28260 2.62180
O2 -0.76348 3.32922 -0.43959
H16 0.14657 2.92732 -0.40685
H17 -0.55250 4.10119 -0.02740

=====

Entry 6:
The following is a quantum chemistry calculation of 2 unconnected molecules or ions with the total composition C5H10O2 at a distorted geometry, from OMol25.

Output
- total charge = 0
- relative energy (zero: lowest compared OMol25 entry of this formula, charge and spin) (eV) = 3.564
- calculated total energy (Eh) = -346.8945
- SMILES = CC(=O)[C@H]1CCO1.[H][H]
- LUMO energy (eV) = 0.961
- HOMO-LUMO gap (eV) = 10.47

Positions of all 17 atoms, in Å:
C1 -0.16093 -0.99133 2.06490
C2 0.46386 -0.68218 0.74492
O1 1.24950 -1.45565 0.23634
C3 -0.11724 0.55202 0.04248
C4 0.13301 0.72732 -1.45624
C5 -1.35293 0.37317 -1.59761
O2 -1.50591 0.21291 -0.17402
H1 0.48110 -1.68406 2.60990
H2 -0.37753 -0.09741 2.65460
H3 -1.10877 -1.47430 1.81385
H4 -0.02290 1.46591 0.64922
H5 0.41322 1.73694 -1.76619
H6 0.83280 0.00333 -1.87604
H7 -1.57222 -0.55386 -2.13841
H8 -2.00090 1.17581 -1.96439
H9 2.34293 0.70161 0.21316
H10 2.30292 -0.01022 -0.05647

=====

Entry 7:
The following is a quantum chemistry calculation of C8H12N2O3 in the gas phase at a distorted geometry, from OMol25.

Output
- total charge = 0
- relative energy (zero: lowest compared OMol25 entry of this formula, charge and spin) (eV) = 2.991
- calculated total energy (Eh) = -647.1594
- SMILES = Cc1oncc1[C@H](C(=O)O)N(C)C
- LUMO energy (eV) = 0.529
- HOMO-LUMO gap (eV) = 9.33

Positions of all 25 atoms, in Å:
C1 -2.14271 -0.43801 2.07934
C2 -2.11655 -0.20404 0.61065
O1 -3.19590 -0.55565 -0.19116
N1 -2.86397 -0.42979 -1.46540
C3 -1.59573 -0.20831 -1.56981
C4 -1.06919 -0.04679 -0.24556
C5 0.25449 0.39597 0.30489
C6 0.23884 1.96190 0.18701
O2 -0.06589 2.66907 1.10633
O3 0.48699 2.35691 -1.06596
N2 1.37360 -0.13364 -0.44041
C7 2.77484 0.19215 -0.07207
C8 1.34045 -1.53011 -0.95116
H1 -2.01698 0.41458 2.57994
H2 -3.19144 -0.75292 2.31369
H3 -1.44621 -1.12852 2.43636
H4 -0.97475 -0.11301 -2.41504
H5 0.42350 0.34945 1.46965
H6 0.70677 1.78445 -1.77783
H7 2.76022 0.09656 1.00447
H8 3.54979 -0.44986 -0.38621
H9 2.95106 1.27851 -0.39655
H10 2.10919 -2.09111 -0.43620
H11 0.28060 -1.83367 -0.61965
H12 1.42897 -1.58410 -2.05929

=====

Entry 8:
The following is a quantum chemistry calculation of a gas-phase ion, C2H3F4N2 (charge -1) at a distorted geometry, from OMol25.

Output
- total charge = -1
- calculated total energy (Eh) = -586.9759
- SMILES = N[N-]C(F)(F)C(F)F
- LUMO energy (eV) = 4.364
- HOMO-LUMO gap (eV) = 7.26

Positions of all 11 atoms, in Å:
N1 -1.95232 -0.10435 -0.19682
N2 -0.98609 0.96104 -0.23606
C1 0.26803 0.53302 -0.47455
F1 0.44914 -0.41443 -1.55321
F2 1.09265 1.59889 -0.83749
C2 1.08118 -0.16901 0.65864
F3 1.58533 0.73548 1.53867
F4 0.26656 -0.98588 1.38997
H1 -1.97617 -0.58631 -1.08704
H2 -1.73081 -0.79083 0.51518
H3 1.90251 -0.77762 0.28273